No. 1
95
Properties=species:S:1:pos:R:3:forces:R:3 method="wB97M-V/def2-TZVPD" lumo_ev=0.265 e_above_lowest_kj_mol=106.59 total_charge=0 e_tot_ev=-46130.3096 orbital_gap_ha=0.33748 smiles=COC[C@H](C)N.COC[C@H](C)N.COC[C@H](C)N.COC[C@H](C)N.CO.CO.CO.CO.O
O -20.625870 -20.025177 -10.843528 0.4 -0.2 -0.1
O -15.937010 -19.916953 -6.381704 0.4 -0.3 -0.5
O -21.522462 -17.351144 -10.489371 -0.2 -0.5 0.0
O -23.909514 -18.209259 -11.910065 0.5 0.0 -0.1
O -22.785831 -18.121073 -14.491984 0.5 0.1 -0.1
O -24.992580 -18.087377 -7.820350 0.4 0.2 -0.3
O -20.575165 -15.064044 -11.861225 -0.3 -0.2 0.5
O -14.937058 -15.680309 -10.218476 -0.2 0.2 0.3
O -22.920074 -13.713433 -8.865336 0.0 0.3 0.2
N -25.577756 -14.980821 -9.760731 0.2 -0.3 0.9
N -20.111318 -14.390805 -6.428099 -0.3 -0.1 -0.8
N -18.931344 -19.877880 -6.097121 0.5 0.1 -0.2
N -17.620577 -15.019499 -12.516644 -1.0 0.9 -0.1
C -24.069058 -17.918929 -6.772349 -0.1 -0.4 0.1
C -18.785668 -17.496503 -6.692585 0.3 0.3 -0.6
C -24.883612 -17.119332 -8.858512 -0.5 0.0 -0.2
C -23.945274 -19.530611 -11.366057 0.8 0.4 -0.1
C -25.589261 -15.808885 -8.514251 0.1 0.2 -0.6
C -13.589529 -15.962406 -10.353621 1.0 -0.4 0.7
C -17.036307 -15.466045 -11.275282 0.2 0.0 0.2
C -17.501910 -16.872032 -10.990223 0.1 -0.4 0.0
C -27.015909 -16.038991 -8.016640 -0.1 -0.2 -0.1
C -19.970946 -13.176621 -8.547509 0.3 -0.3 0.0
C -16.740452 -18.818833 -6.052517 0.0 0.3 1.3
C -15.326421 -19.814868 -7.653058 0.4 -0.1 -0.1
C -15.541470 -15.454176 -11.460132 -0.1 -0.4 -0.1
C -19.450944 -20.421347 -11.580855 -0.5 0.1 -0.1
C -20.880951 -13.634148 -7.449706 -0.7 -0.1 1.4
C -23.574345 -12.601886 -8.269746 -0.2 -0.3 0.1
C -18.079284 -18.828448 -6.733676 -0.6 -0.8 -0.6
C -21.805257 -17.107434 -14.243103 -0.2 0.8 -0.2
C -21.575868 -14.058678 -11.846105 0.0 0.5 0.0
C -22.097243 -14.429688 -7.954317 0.3 0.0 -0.2
H -21.015793 -20.789662 -10.407352 0.1 0.0 -0.1
H -18.575820 -16.918148 -10.800700 0.0 0.0 0.1
H -21.747835 -15.316982 -8.499267 -0.1 0.0 0.1
H -21.457521 -17.193536 -13.220630 0.2 -0.2 0.0
H -24.967294 -15.328754 -7.740707 -0.3 0.1 0.1
H -27.746192 -15.386857 -8.500575 0.2 0.2 0.0
H -21.358114 -13.313699 -12.615666 0.0 -0.4 -0.3
H -24.389332 -12.312013 -8.931800 0.1 0.1 -0.1
H -15.205067 -14.506388 -11.897868 0.1 0.0 0.0
H -18.368807 -20.721656 -5.962022 -0.1 0.3 0.0
H -14.696752 -18.915502 -7.733062 -0.2 0.0 0.1
H -19.099227 -12.700638 -8.101143 0.0 0.2 -0.1
H -19.610074 -14.045786 -9.112741 -0.1 0.1 -0.1
H -13.416197 -16.890110 -10.919547 0.0 0.2 -0.2
H -19.167333 -19.573183 -12.199959 0.0 0.1 0.2
H -16.040745 -19.824289 -8.484144 0.0 0.1 0.1
H -23.052573 -18.198634 -7.078780 0.0 0.3 -0.1
H -24.926666 -19.968143 -11.522964 0.0 -0.3 0.0
H -17.930827 -19.081304 -7.794562 0.1 0.1 0.1
H -22.565001 -14.500968 -11.999984 0.0 0.2 -0.1
H -26.166972 -14.171077 -9.583509 0.1 0.0 -0.1
H -21.131887 -18.239284 -10.335940 -0.1 0.6 -0.3
H -20.974582 -17.144490 -14.950467 0.1 -0.3 0.2
H -18.703216 -17.033158 -5.711913 -0.4 0.0 0.1
H -19.659367 -20.154147 -6.749340 -0.1 0.1 0.1
H -24.093030 -16.902482 -6.372647 0.2 0.0 0.1
H -18.642304 -15.078942 -12.395572 0.4 0.0 -0.3
H -25.370807 -17.576627 -9.721713 0.0 0.2 0.0
H -23.854831 -16.876004 -9.163573 0.1 -0.4 0.3
H -22.246090 -16.104872 -14.343882 0.0 -0.2 0.1
H -19.809495 -17.631149 -7.048212 -0.2 0.1 0.5
H -20.485504 -12.497812 -9.221114 0.1 0.1 -0.1
H -17.265937 -14.819046 -10.412902 -0.1 0.0 0.0
H -16.195018 -17.867808 -6.131840 -0.1 0.0 -0.5
H -22.983986 -18.080573 -15.431807 -0.3 -0.2 0.1
H -17.275112 -17.497584 -11.861793 -0.1 0.1 0.0
H -13.180577 -16.137273 -9.352354 -0.1 0.1 -0.1
H -21.281924 -12.774559 -6.889409 0.2 0.0 -0.3
H -23.485701 -18.269761 -12.790018 -0.6 0.1 0.2
H -19.683559 -15.187787 -6.898773 0.0 0.1 0.2
H -24.027326 -12.883934 -7.304693 0.2 0.0 -0.1
H -16.933558 -17.273542 -10.153245 -0.2 -0.1 0.2
H -23.125970 -20.096009 -11.820935 -0.4 -0.4 -0.1
H -13.014251 -15.135724 -10.788667 -0.1 0.0 -0.2
H -18.339584 -16.803470 -7.420829 0.2 -0.2 0.2
H -22.906000 -11.749259 -8.114291 0.0 -0.1 0.0
H -23.700933 -19.486008 -10.300059 -0.4 0.1 0.0
H -27.084018 -15.895185 -6.938262 -0.1 -0.1 0.0
H -15.290568 -16.284475 -12.139106 0.1 0.2 -0.2
H -21.599981 -13.472018 -10.922439 0.0 -0.4 0.1
H -17.455727 -14.010597 -12.578605 0.0 -0.3 -0.3
H -24.619251 -14.633149 -9.827068 -0.2 0.1 -0.3
H -20.878720 -15.775091 -11.251991 0.3 0.2 -0.4
H -22.360987 -17.541598 -10.969634 0.2 0.1 0.2
H -20.751507 -14.779846 -5.739098 0.1 0.0 0.0
H -19.672923 -21.243914 -12.267284 0.0 0.0 0.2
H -27.347409 -17.051472 -8.257694 0.1 0.0 0.2
H -24.365361 -18.616695 -5.986144 0.0 0.1 0.0
H -18.626098 -20.690343 -10.918887 0.0 0.0 0.0
H -22.716831 -14.751278 -7.101337 0.2 0.0 0.0
H -14.666527 -20.676968 -7.775306 -0.1 0.0 0.1
H -16.924209 -18.926847 -4.973148 -0.1 0.0 -0.1

No. 2
23
Properties=species:S:1:pos:R:3:forces:R:3 method="wB97M-V/def2-TZVPD" lumo_ev=0.971 e_above_lowest_kj_mol=163.45 total_charge=0 e_tot_ev=-9558.4874 orbital_gap_ha=0.36382 smiles=Cc1ccccc1.CC
C -0.436557 1.284092 -2.111074 -0.7 -0.1 0.6
C 1.619078 -0.046282 -0.893175 1.2 -1.4 -1.2
C 0.070409 1.755036 -0.905423 0.6 0.6 -1.3
C -0.015605 0.083152 -2.649670 0.8 -1.4 0.0
C 1.242745 1.185584 -0.398423 -0.6 0.3 -0.5
C -2.362131 -0.147816 3.045544 -1.6 -1.2 0.3
C 1.046173 -0.614839 -2.061271 -0.3 1.9 1.4
C -2.231298 -1.058076 1.807470 2.3 0.4 0.3
C 2.868589 -0.737490 -0.439167 3.4 0.6 1.1
H -1.407410 -1.770452 1.942261 -0.4 -0.3 0.3
H -0.342935 2.703713 -0.582047 0.4 0.1 0.3
H -3.096929 -1.602634 1.453340 -0.3 0.3 0.1
H 1.672493 -1.365654 -2.521347 -0.8 -0.6 -0.2
H 3.378628 -0.331304 0.452893 -1.0 0.4 0.3
H -0.518901 -0.415795 -3.462799 0.0 0.5 -0.6
H -2.535314 0.876109 2.722655 0.1 0.1 0.4
H 3.772375 -0.569186 -1.069231 -0.9 0.0 -0.7
H -3.227943 -0.513796 3.622806 -0.1 0.5 -0.3
H -1.603798 -0.244714 3.816308 0.7 0.2 -0.5
H 3.004680 -1.798883 -0.208863 -1.3 -0.2 -0.4
H -1.763166 -0.445474 1.038326 -0.6 0.0 -0.6
H -1.113283 1.931973 -2.654012 -0.5 -0.4 0.1
H 1.980102 1.842737 0.054899 -0.4 -0.5 1.1

No. 3
55
Properties=species:S:1:pos:R:3:forces:R:3 method="wB97M-V/def2-TZVPD" multiplicity=5 lumo_ev="-7.002 / -10.639" e_above_lowest_kj_mol=224.82 total_charge=+2 s_squared=6.054 e_tot_ev=-52868.9329 orbital_gap_ha="0.29555 / 0.15819"
Os 0.459749 0.500413 -0.041604 -0.5 -2.4 -2.5
S -0.021951 0.794013 4.609196 3.5 7.0 -5.1
P 1.250249 2.409913 -1.221604 0.0 2.3 -0.4
O 1.496249 0.939113 4.795196 -4.5 -2.0 1.0
O -0.656351 2.179513 4.413396 0.5 -4.7 2.2
O -0.347351 -0.901687 1.118596 -0.8 0.3 4.2
N 1.277949 -1.333187 -1.158604 -0.4 0.1 0.0
N 0.114649 0.500913 2.885896 1.4 1.0 0.8
C 2.250849 2.499513 -2.777104 0.0 -0.8 0.1
C -2.135651 -2.486787 5.814296 0.1 -0.1 -0.7
C -0.928851 0.584613 -1.674704 0.8 0.9 0.2
C -1.731551 -2.587387 3.403796 -0.2 -0.3 0.9
C 2.371349 -1.928087 -0.349304 0.3 0.0 0.3
C 1.978649 3.754013 -0.193904 -0.1 -0.4 0.2
C -2.349551 0.708413 -4.140704 0.1 0.1 0.2
C -2.279251 -3.143687 4.577096 0.4 0.7 -0.2
C -1.447651 -1.271287 5.890696 0.4 0.3 -0.2
C -1.049251 -1.374387 3.500996 0.2 -0.5 -1.3
C -1.106451 1.814413 -2.366104 -0.3 0.7 -1.2
C -1.231051 -1.916587 -1.586304 -0.1 -0.2 0.0
C 1.834849 -0.897887 -2.462304 0.1 0.0 -0.2
C -0.915151 -0.735287 4.723496 -0.8 -0.4 2.7
C -2.152551 -0.519787 -3.495204 0.2 -0.3 0.8
C -0.409151 3.035613 -1.793504 0.0 -0.1 0.1
C -1.449651 -0.586387 -2.275504 -0.4 -0.9 -0.9
C -1.814751 1.877013 -3.580104 0.3 0.3 0.7
C -0.408751 -0.590287 2.446396 -0.8 -2.0 -2.7
C 0.231449 -2.387887 -1.409304 0.2 -0.4 -0.1
H 0.560049 -2.958687 -2.300204 -0.2 0.3 0.4
H 2.903949 -2.673887 -0.956504 -0.1 0.1 0.2
H -1.842251 -3.087387 2.451496 0.0 0.0 0.0
H 2.130249 4.677313 -0.780004 -0.1 -0.5 0.2
H 1.932649 -2.435387 0.522096 0.3 0.3 -0.2
H 3.079149 -1.143387 -0.010504 -0.4 -0.5 -0.3
H 2.944949 3.413713 0.214396 -0.4 0.2 -0.2
H 0.264649 -3.082487 -0.555204 -0.1 0.3 -0.4
H 3.285349 2.166313 -2.590404 -0.4 0.2 -0.1
H 1.020849 -0.511387 -3.092304 0.3 -0.1 0.2
H 2.325949 -1.750487 -2.974604 -0.2 0.4 0.3
H -2.548551 -1.440187 -3.943204 0.2 0.4 0.2
H -2.814951 -4.080787 4.530596 0.0 0.0 0.0
H -1.332251 -0.753587 6.834996 0.0 -0.1 0.0
H -1.757151 -2.720787 -2.131204 0.2 0.4 0.2
H -1.686351 -1.858287 -0.586404 0.1 0.0 -0.3
H 1.299449 3.953413 0.650596 0.3 0.0 -0.3
H 1.627649 0.482113 1.121196 1.0 0.8 -0.3
H -0.925451 3.409013 -0.888204 0.1 -0.1 -0.4
H -0.211851 1.642813 0.791296 -0.5 1.1 0.6
H -1.938551 2.837613 -4.095404 0.0 -0.4 0.3
H -0.322051 3.868913 -2.513604 0.1 -0.4 0.3
H 2.575849 -0.106087 -2.285404 -0.2 -0.3 -0.1
H 1.790449 1.843913 -3.533604 0.2 0.3 0.2
H 2.267849 3.535013 -3.160604 -0.1 -0.4 0.4
H -2.558651 -2.917187 6.713096 0.0 0.0 -0.1
H -2.902051 0.753013 -5.085604 0.3 0.0 0.4

No. 4
62
Properties=species:S:1:pos:R:3:forces:R:3 method="wB97M-V/def2-TZVPD" lumo_ev=0.264 e_above_lowest_kj_mol=0.00 total_charge=0 e_tot_ev=-39188.8600 orbital_gap_ha=0.30628 smiles="Cc1ccc(NC(=O)CCC(=O)O[C@@H](C(=O)c2ccc(C)c(C)c2)c2ccccc2)c(C)c1"
O 3.074798 -3.041830 1.869665 -0.1 0.0 0.3
O 0.611295 0.247189 2.288772 0.0 0.0 0.0
O 2.708023 0.610454 0.789177 -0.3 0.1 0.4
O 3.582902 0.204913 -1.232987 0.1 0.1 -0.1
N 2.491218 -2.380731 -0.240530 -0.1 0.1 -0.6
C -1.022375 0.655524 0.639612 -0.6 0.0 0.0
C -2.689675 1.083873 -1.028538 -0.1 0.0 0.0
C 1.472688 1.052572 0.214213 0.0 -0.1 -0.2
C 3.351798 -2.549712 0.801046 0.7 -0.2 -0.2
C -3.377322 0.345192 1.153814 0.1 0.0 0.0
C -1.020247 -2.874582 0.811208 0.0 0.0 -0.2
C 1.533252 4.538484 -1.274734 0.0 0.1 -0.1
C -4.444981 -0.023604 2.136556 0.0 0.0 0.0
C 0.358495 -2.805424 0.870337 0.1 -0.1 0.2
C 1.464287 4.724130 1.114419 0.0 0.0 0.1
C 0.428238 -2.184338 -1.463134 0.0 0.0 0.0
C 4.746429 -2.008382 0.483017 -0.1 0.0 0.2
C 0.355220 0.595395 1.161469 0.5 0.0 -0.1
C -5.138523 0.812581 -0.580694 0.0 0.0 0.0
C 4.768945 -0.491878 0.751560 -0.1 0.0 -0.1
C 3.647795 0.161485 -0.026158 0.5 0.0 -0.2
C 1.463765 2.557064 0.079805 0.1 -0.1 -0.1
C -1.697271 -2.612344 -0.369822 0.0 0.0 0.0
C 1.092482 -2.472521 -0.261387 -0.4 -0.1 0.1
C -0.954308 -2.259716 -1.488640 0.0 -0.1 0.2
C 1.182652 -1.820292 -2.711860 0.0 0.0 0.1
C -1.361534 1.044154 -0.653760 0.2 -0.1 0.3
C -3.187364 -2.739819 -0.461034 0.1 -0.1 -0.1
C 1.516213 3.158758 -1.169866 0.0 0.0 0.1
C -3.708705 0.745937 -0.146101 0.2 0.0 0.0
C 1.445496 3.345423 1.223532 0.0 0.0 -0.1
C 1.503367 5.322351 -0.134092 0.0 0.1 0.0
C -2.045803 0.303556 1.521354 0.1 0.1 -0.1
H 5.725287 -0.077308 0.429993 -0.1 0.0 0.0
H 5.009439 -2.202892 -0.558013 0.0 0.0 0.0
H -2.945556 1.388899 -2.033477 0.0 0.0 -0.1
H -5.215396 1.132212 -1.616694 0.0 0.0 -0.1
H -5.617225 -0.161020 -0.479477 -0.1 -0.1 0.0
H -1.471629 -2.043520 -2.413449 0.0 0.1 -0.1
H -3.602967 -1.952871 -1.086586 -0.1 0.1 0.0
H 0.485945 -1.560163 -3.505051 0.0 0.0 -0.1
H 1.365614 0.580348 -0.768532 -0.1 0.1 0.2
H 1.449420 5.332975 2.006048 0.0 0.1 0.1
H -5.091620 0.830670 2.335769 -0.1 0.0 0.1
H -5.070729 -0.825301 1.746443 -0.1 -0.1 0.0
H 1.423526 2.871127 2.193057 0.0 0.0 0.1
H 1.559982 2.549022 -2.060948 0.0 -0.1 -0.1
H 0.876087 -3.008734 1.792304 0.0 0.0 0.0
H 1.576004 5.001258 -2.249544 0.0 0.0 -0.1
H 4.614908 -0.297886 1.812310 0.1 0.0 0.0
H -3.451956 -3.700002 -0.906047 -0.1 0.0 0.0
H -3.638980 -2.687089 0.526016 -0.1 0.0 0.1
H -4.004544 -0.349892 3.074520 0.0 0.0 0.1
H -1.573311 -3.141275 1.699421 -0.1 0.0 0.1
H 1.517318 6.398915 -0.218137 0.0 0.1 0.0
H 1.848414 -0.969850 -2.556598 0.1 0.1 0.0
H 2.890155 -2.028023 -1.099036 0.1 0.0 0.2
H 5.468478 -2.498472 1.135712 -0.1 0.0 -0.1
H -1.764590 -0.001756 2.518489 0.0 0.0 0.1
H -0.606448 1.323650 -1.369321 0.1 0.0 -0.1
H -5.692052 1.515079 0.041556 -0.1 0.0 0.0
H 1.785201 -2.661954 -3.056947 0.1 0.0 -0.1